63
Properties=species:S:1:pos:R:3:lowdin_charge:R:1 method="wB97M-V/def2-TZVPD" total_charge=+1 e_above_lowest_kcal_mol=0.0 total_energy_ev=-63412.80874 e_lumo_ev=-3.31 homo_ev=-11.33 orbital_gap_ev=8.0132
C -5.38510 -2.34691 0.54797 -0.144
C -4.61678 -2.73904 -0.72474 -0.451
P -3.47398 -4.13747 -0.43531 0.822
C -2.92552 -4.56195 -2.12459 -0.323
S -1.59929 -3.23933 0.28238 0.922
N -0.91117 -4.64960 0.92302 -0.221
C 0.34311 -4.57414 1.21383 -0.453
C 0.84660 -5.47538 2.29523 -0.011
C 1.35150 -3.71609 0.50503 -0.033
B -1.86447 -2.15693 1.86327 -0.791
O -1.54917 -2.78261 3.02665 0.151
N -2.23294 -0.81540 1.78149 -0.079
C -2.39193 -0.19866 0.45308 -0.071
C -3.30678 -0.41371 2.72593 -0.024
H -6.41341 -2.69946 0.48327 0.081
H -4.97528 -2.83733 1.43451 0.055
H -5.40279 -1.27118 0.70043 0.065
H -4.10509 -1.89371 -1.18614 0.070
H -5.29032 -3.13670 -1.48868 0.086
H -3.80542 -4.86142 -2.69431 0.052
H -2.47959 -3.70004 -2.62700 0.046
H -2.17809 -5.35198 -2.09106 0.041
H 1.08820 -6.45363 1.86453 0.107
H 0.09391 -5.63576 3.06028 0.087
H 1.77635 -5.09198 2.71233 0.095
H 1.56843 -2.79039 1.04164 0.106
H 1.00349 -3.47976 -0.49979 0.071
H 2.26958 -4.29617 0.40691 0.099
H -2.01409 -3.60707 3.20204 0.121
H -1.69507 -0.61043 -0.27397 0.077
H -3.42606 -0.26953 0.11490 0.072
H -2.16728 0.86623 0.52373 0.077
H -3.85728 -1.27725 3.09386 0.085
H -3.98116 0.28007 2.23174 0.095
H -2.87719 0.08191 3.59640 0.099
C 0.26965 5.86288 -0.48971 0.081
C -0.60109 4.95297 -0.94961 -0.232
C -0.63504 3.53028 -0.43154 -0.309
O -1.48162 2.79083 -0.91204 0.078
C 0.31575 3.13208 0.57665 0.062
C 1.19025 4.04109 1.03601 -0.249
C 1.21311 5.47190 0.53238 -0.307
O 2.04743 6.20088 1.03355 0.120
O 2.10378 3.76967 1.94957 0.113
O -1.50124 5.20529 -1.88620 0.124
H 0.29972 6.87948 -0.85497 0.141
H 0.30104 2.11022 0.92980 0.130
H 2.60088 4.60191 2.09661 0.131
H -1.99643 4.37493 -2.02392 0.119
C 4.04204 2.74692 -0.82032 0.075
C 3.66542 2.93272 -2.09243 -0.226
C 4.63680 2.82369 -3.25203 -0.311
O 4.16612 2.99514 -4.36237 0.108
C 6.02233 2.53050 -2.97178 0.075
C 6.40175 2.34676 -1.69707 -0.231
C 5.42543 2.43239 -0.53861 -0.306
O 5.87548 2.22932 0.57373 0.110
O 7.64167 2.07543 -1.33123 0.125
O 2.42658 3.22450 -2.46379 0.108
H 3.35312 2.81633 0.00879 0.111
H 6.71281 2.46869 -3.80083 0.138
H 7.62960 1.99361 -0.35664 0.123
H 2.45872 3.30239 -3.44085 0.121


59
Properties=species:S:1:pos:R:3:lowdin_charge:R:1 method="wB97M-V/def2-TZVPD" total_charge=+1 e_above_lowest_kcal_mol=0.0 total_energy_ev=-37327.55253 e_lumo_ev=-3.49 homo_ev=-9.55 orbital_gap_ev=6.0611
N -0.98763 -0.35752 1.31223 0.005
C -1.70890 0.71377 0.54531 -0.218
C -2.44190 0.11297 -0.70942 -0.135
N -3.78257 0.66220 -0.96015 0.095
C -4.86247 0.36334 -0.26779 -0.334
N -6.12303 0.84963 -0.52624 0.192
C -6.85064 0.26227 0.43959 -0.020
N -6.10261 -0.49013 1.22408 -0.072
F -6.49377 -1.19774 2.28207 0.158
N -4.82366 -0.47208 0.79360 0.232
H -1.63816 -1.01677 1.72772 0.060
H -0.30970 -0.81953 0.71370 0.052
H -2.34263 1.32295 1.21150 0.094
H -0.90655 1.37408 0.16280 0.098
H -1.82678 0.35102 -1.59317 0.135
H -2.54559 -0.98093 -0.57376 0.116
H -3.93617 1.28347 -1.74886 0.173
H -7.92481 0.38486 0.59029 0.170
H -4.02513 -0.94485 1.20119 0.186
N -3.74616 2.81822 5.00669 0.007
C -2.74999 2.56738 5.90885 -0.121
C -1.85648 1.70865 5.32645 -0.094
C -2.32718 1.43190 4.01707 -0.120
C -3.49574 2.13517 3.84900 -0.166
H -4.53872 3.41368 5.16967 0.149
H -2.76348 3.02020 6.88605 0.116
H -0.96265 1.32226 5.78782 0.098
H -1.86719 0.79520 3.28083 0.049
H -4.16853 2.20785 3.00840 0.087
N 1.50805 -3.07034 -0.83361 -0.005
C 0.31930 -3.14185 -1.51509 -0.161
C 0.20643 -4.40402 -2.03440 -0.105
C 1.36627 -5.12497 -1.64853 -0.097
C 2.14790 -4.27851 -0.90783 -0.133
H 1.85681 -2.25991 -0.35410 0.128
H -0.33851 -2.28928 -1.57206 0.080
H -0.61707 -4.77109 -2.62525 0.094
H 1.60012 -6.14932 -1.88751 0.098
H 3.10142 -4.42961 -0.42945 0.111
N 2.02467 1.63710 -0.00444 -0.008
C 1.89920 2.96604 -0.31525 -0.147
C 3.10760 3.40240 -0.78956 -0.096
C 3.99658 2.29522 -0.77121 -0.105
C 3.30073 1.22130 -0.28511 -0.147
H 1.29709 1.05686 0.37069 0.103
H 0.96463 3.48338 -0.17057 0.100
H 3.33037 4.40521 -1.11551 0.096
H 5.02900 2.28858 -1.08045 0.098
H 3.60036 0.20017 -0.11327 0.101
N 5.01104 -1.24401 -3.17598 0.000
C 4.88629 0.08456 -3.48505 -0.158
C 6.09410 0.52187 -3.95984 -0.110
C 6.98230 -0.58651 -3.94171 -0.108
C 6.28544 -1.66085 -3.45649 -0.142
H 4.28122 -1.82374 -2.80245 0.131
H 3.95189 0.60044 -3.33914 0.099
H 6.31688 1.52504 -4.28563 0.092
H 8.01481 -0.59373 -4.25086 0.092
H 6.58391 -2.68190 -3.28589 0.105


57
Properties=species:S:1:pos:R:3:lowdin_charge:R:1 method="wB97M-V/def2-TZVPD" total_charge=-2 e_above_lowest_kcal_mol=16.1 total_energy_ev=-53967.18797 e_lumo_ev=4.85 homo_ev=0.54 orbital_gap_ev=4.3100
Li -1.50520 -0.64051 1.21502 0.373
C -5.71517 1.83123 -1.55793 -0.117
C -5.83446 1.64964 -0.04976 -0.313
N -5.33652 0.36884 0.39279 -0.095
C -3.96061 0.21980 0.67504 -0.913
S -3.62187 -1.24807 1.60028 0.317
N -3.18538 1.12447 0.21003 -0.066
N -1.79183 1.06178 0.37274 -0.110
C -1.21001 2.16207 -0.18127 -0.336
C -2.11232 3.21086 -0.78916 -0.063
C 0.15509 2.37166 -0.25961 -0.256
C 0.77877 3.55364 -0.84049 -0.098
C 1.93721 4.03548 -0.32881 -0.153
C 2.54371 3.32802 0.78556 -0.144
C 2.13602 2.05593 1.00533 -0.219
N 1.13660 1.45152 0.29860 -0.096
H -6.09364 2.80432 -1.88489 0.056
H -6.26398 1.04352 -2.07858 0.059
H -4.66320 1.76039 -1.83400 0.045
H -6.89030 1.70295 0.24116 0.096
H -5.29708 2.46734 0.44852 0.095
H -5.88255 -0.06345 1.11973 0.055
H -2.63432 2.80767 -1.65926 0.060
H -1.55734 4.09573 -1.08436 0.042
H -2.88555 3.50407 -0.07883 0.063
H 0.33380 4.05792 -1.69245 0.080
H 2.41923 4.90353 -0.76726 0.067
H 3.37306 3.73223 1.35184 0.065
H 2.68368 1.43280 1.71160 0.099
C 0.10012 -0.52668 -1.40706 -0.195
Si 0.99700 -0.35828 0.24544 0.450
C 0.59905 -0.55005 2.11960 -0.220
C 2.78674 -0.99485 0.06418 -0.254
C 3.92688 -0.23525 -0.20125 -0.099
C 5.16845 -0.84582 -0.34432 -0.123
C 5.28126 -2.22678 -0.22731 -0.133
C 4.14437 -2.99124 0.00673 -0.119
C 2.88921 -2.39830 0.14277 -0.310
Si 1.13259 -3.18908 0.27379 0.605
C 1.12372 -4.36517 -1.26292 -0.281
C 1.33144 -4.48403 1.69775 -0.285
H 0.10722 0.43713 -1.92375 0.027
H -0.93211 -0.85736 -1.30541 0.019
H 0.65217 -1.27260 -1.98493 0.010
H 1.12774 0.28255 2.59447 0.018
H 1.05400 -1.47920 2.46746 0.000
H -0.38391 -0.50248 2.59061 -0.008
H 3.85526 0.84246 -0.30302 0.085
H 6.04846 -0.24451 -0.54965 0.082
H 6.25227 -2.70127 -0.33744 0.079
H 4.23440 -4.07426 0.06527 0.086
H 1.95305 -5.08497 -1.22664 -0.005
H 1.21421 -3.79638 -2.19248 -0.005
H 0.18818 -4.93044 -1.31472 -0.004
H 2.14044 -5.19853 1.49564 -0.006
H 0.40301 -5.04897 1.82607 -0.004
H 1.54892 -3.99102 2.64955 -0.007


57
Properties=species:S:1:pos:R:3:lowdin_spin:R:1 method="wB97M-V/def2-TZVPD" e_above_lowest_kcal_mol=9.9 total_energy_ev=-72861.01266 e_lumo_ev="0.10 / 0.06" homo_ev="-5.05 / -5.31" orbital_gap_ev="5.1445 / 5.3734" multiplicity=6
Mn -0.10271 0.09220 0.28258 4.378
C -3.08203 1.29494 -0.61727 0.004
C -2.61136 1.86454 0.72154 0.013
N -1.94976 0.82613 1.51618 0.030
C -2.88156 -0.19135 2.03105 0.003
C -2.39948 -1.63973 1.94897 0.004
S -1.60357 -2.14363 0.40294 0.035
C -2.90500 -1.84954 -0.83093 0.004
C -2.53131 -0.77767 -1.85847 0.004
N -2.06071 0.46240 -1.24728 0.038
H -3.38925 2.12273 -1.26355 0.001
H -3.97643 0.68750 -0.46426 0.000
H -3.47200 2.29923 1.24569 0.001
H -1.87988 2.65337 0.54535 0.009
H -1.44067 1.25252 2.28211 0.002
H -3.81043 -0.11154 1.46493 0.000
H -3.14783 0.02615 3.07056 0.000
H -3.24888 -2.29601 2.14568 0.001
H -1.63807 -1.85202 2.69973 0.000
H -3.82637 -1.58791 -0.30762 0.000
H -3.09395 -2.78644 -1.35378 0.001
H -3.40910 -0.61260 -2.49896 0.001
H -1.72412 -1.14760 -2.49341 0.001
H -1.52715 0.99730 -1.91744 0.003
C 2.05609 -1.30839 -4.77499 0.014
C 1.13380 -0.37635 -4.32177 0.000
C 0.93767 -0.18105 -2.96416 0.015
C 1.64650 -0.92404 -1.99972 0.011
C 2.59843 -1.84791 -2.47487 0.010
C 2.78471 -2.02903 -3.83258 0.000
N 1.37624 -0.74384 -0.66673 0.019
N 2.35452 -1.26047 0.17865 -0.002
C 2.05904 -1.22895 1.44875 0.010
C 3.06579 -1.67393 2.38771 0.004
C 2.87076 -1.55776 3.71915 0.003
C 1.65388 -0.99441 4.21395 0.008
C 0.71672 -0.63664 3.29501 0.008
N 0.84276 -0.76769 1.95605 0.046
H 2.21525 -1.46126 -5.83401 0.001
H 0.56974 0.21953 -5.03065 0.000
H 0.25660 0.59164 -2.62786 0.003
H 3.16754 -2.41274 -1.75248 0.001
H 3.51739 -2.75536 -4.16518 0.000
H 3.98112 -2.07002 1.96992 0.000
H 3.63887 -1.88171 4.41111 0.000
H 1.46935 -0.86686 5.27051 0.001
H -0.23231 -0.22210 3.63546 0.001
C 1.89187 3.28612 1.60584 0.002
O 1.09146 2.17925 1.16030 0.099
C 0.65239 2.03628 -0.10941 0.165
C 1.60483 2.57418 -1.13942 0.036
H 1.50550 4.22218 1.20350 0.002
H 2.93917 3.16509 1.33287 0.002
H 1.80686 3.28297 2.68866 0.000
H 2.34085 3.27764 -0.75408 -0.002
H 1.06156 3.05688 -1.95457 0.006
H 2.13667 1.72576 -1.57937 0.006